{
  "formula": "C12H24N4S",
  "method": "wB97M-V/def2-TZVPD",
  "lumo_ev": 0.65,
  "relative_energy_kj_mol": 0.00,
  "smiles": "CCCCCCCCCCSc1n[nH]c(N)n1",
  "homo_lumo_gap_ev": 8.732,
  "mol_weight_g_mol": 256.42,
  "total_charge": 0,
  "symbols": ["C", "C", "C", "C", "C", "C", "C", "C", "C", "C", "S", "C", "N", "N", "C", "N", "N", "H", "H", "H", "H", "H", "H", "H", "H", "H", "H", "H", "H", "H", "H", "H", "H", "H", "H", "H", "H", "H", "H", "H", "H"],
  "coordinates": [[-0.40, -2.88, -0.99], [-1.85, -2.68, -0.57], [-1.95, -1.97, 0.78], [-3.38, -1.81, 1.28], [-4.26, -0.86, 0.47], [-3.76, 0.59, 0.45], [-3.11, 0.98, -0.88], [-2.53, 2.40, -0.88], [-1.29, 2.58, -0.01], [-0.11, 1.77, -0.52], [1.38, 2.10, 0.51], [2.29, 0.68, 0.12], [1.85, -0.29, -0.65], [2.88, -1.18, -0.64], [3.88, -0.69, 0.13], [5.09, -1.30, 0.28], [3.53, 0.47, 0.62], [0.11, -1.93, -1.06], [0.12, -3.50, -0.27], [-0.35, -3.37, -1.96], [-2.37, -2.10, -1.34], [-2.35, -3.65, -0.50], [-1.47, -0.99, 0.71], [-1.39, -2.55, 1.51], [-3.86, -2.79, 1.30], [-3.34, -1.44, 2.31], [-5.26, -0.88, 0.91], [-4.35, -1.23, -0.55], [-4.59, 1.28, 0.63], [-3.05, 0.73, 1.26], [-2.32, 0.27, -1.13], [-3.87, 0.92, -1.66], [-3.30, 3.09, -0.54], [-2.28, 2.67, -1.91], [-1.01, 3.63, 0.00], [-1.50, 2.29, 1.02], [0.14, 2.03, -1.55], [-0.28, 0.70, -0.46], [2.82, -2.03, -1.19], [5.10, -2.30, 0.22], [5.64, -0.90, 1.02]]
}


{
  "formula": "C5H9BrO",
  "method": "wB97M-V/def2-TZVPD",
  "lumo_ev": [-0.08, 0.33],
  "relative_energy_kj_mol": 406.44,
  "homo_lumo_gap_ev": [7.596, 8.547],
  "mol_weight_g_mol": 165.03,
  "total_charge": 0,
  "symbols": ["C", "C", "C", "C", "C", "O", "Br", "H", "H", "H", "H", "H", "H", "H", "H", "H"],
  "coordinates": [[-0.97, 0.93, -0.52], [0.20, 0.34, -0.97], [-1.20, 1.35, 0.84], [0.65, -0.81, -1.79], [1.35, -1.21, 1.71], [-0.08, 1.65, -1.35], [0.44, -2.07, 3.00], [-1.89, 0.64, -1.07], [-0.27, 0.96, 1.36], [-2.03, 0.80, 1.22], [-1.41, 2.32, 1.11], [-0.24, -0.96, -2.54], [0.68, -1.72, -1.22], [1.56, -0.59, -2.42], [2.26, -0.75, 1.96], [0.97, -0.88, 0.68]]
}


{
  "formula": "C12H8Cl2N15O5RuSSe",
  "method": "wB97M-V/def2-TZVPD",
  "spin_multiplicity": 2,
  "lumo_ev": [2.57, 2.67],
  "relative_energy_kj_mol": 157.25,
  "homo_lumo_gap_ev": [5.554, 5.726],
  "mol_weight_g_mol": 725.30,
  "total_charge": -2,
  "symbols": ["Ru", "N", "C", "N", "N", "N", "N", "C", "N", "N", "N", "N", "H", "Se", "N", "C", "C", "C", "C", "N", "C", "N", "H", "H", "H", "N", "C", "N", "C", "N", "C", "S", "O", "O", "O", "H", "H", "H", "Cl", "C", "Cl", "C", "O", "O", "H"],
  "coordinates": [[0.32, -0.68, -0.15], [2.76, -1.63, 2.02], [1.62, -1.13, 2.61], [1.40, -1.11, 3.91], [0.19, -0.52, 4.03], [-0.29, -0.21, 2.88], [0.60, -0.59, 1.93], [3.19, -1.14, 0.79], [4.45, -1.00, 0.44], [4.39, -0.46, -0.79], [3.17, -0.28, -1.16], [2.37, -0.72, -0.17], [3.50, -1.84, 2.66], [0.39, 3.53, -4.17], [0.51, 4.28, -2.58], [0.49, 3.58, -1.49], [0.50, 4.27, -0.23], [0.39, 3.56, 0.90], [0.32, 2.14, 0.83], [0.34, 1.43, -0.26], [0.39, 2.11, -1.49], [0.32, 1.59, -2.67], [0.57, 5.35, -0.26], [0.37, 4.02, 1.88], [0.23, 1.58, 1.75], [-0.45, 1.39, -6.05], [-0.36, 0.69, -5.12], [-0.28, -0.18, -4.14], [0.09, 0.22, -2.94], [0.32, -0.58, -1.95], [-1.39, -3.24, 1.93], [-0.62, -3.75, 0.42], [0.05, -5.00, 0.69], [-1.63, -3.75, -0.61], [0.44, -2.69, 0.17], [-2.13, -4.00, 2.18], [-1.87, -2.27, 1.78], [-0.63, -3.18, 2.70], [-4.51, -1.70, 0.15], [-4.01, -0.01, 0.04], [-4.25, 0.82, 1.61], [-2.54, 0.18, -0.38], [-2.32, 1.14, -1.10], [-1.74, -0.68, 0.09], [-4.65, 0.49, -0.67]]
}


{
  "formula": "C12H42N4O9",
  "method": "wB97M-V/def2-TZVPD",
  "lumo_ev": 0.02,
  "relative_energy_kj_mol": 174.53,
  "smiles": "NC(N)=O.NC(N)=O.CCO.CCO.CCO.CO.CO.CO.CO",
  "homo_lumo_gap_ev": 8.393,
  "mol_weight_g_mol": 386.49,
  "total_charge": 0,
  "symbols": ["N", "C", "N", "O", "H", "H", "H", "H", "N", "C", "N", "O", "H", "H", "H", "H", "C", "C", "O", "H", "H", "H", "H", "H", "H", "C", "C", "O", "H", "H", "H", "H", "H", "H", "C", "C", "O", "H", "H", "H", "H", "H", "H", "C", "O", "H", "H", "H", "H", "C", "O", "H", "H", "H", "H", "C", "O", "H", "H", "H", "H", "C", "O", "H", "H", "H", "H"],
  "coordinates": [[0.72, -1.05, -0.81], [0.85, 0.22, -0.51], [-0.01, 0.71, 0.36], [1.83, 1.06, -1.21], [1.34, -1.46, -1.55], [0.31, -1.70, -0.14], [0.22, 1.53, 0.89], [-0.81, 0.24, 0.75], [-1.63, -0.59, -2.04], [-2.18, -1.31, -3.04], [-1.39, -2.27, -3.33], [-3.23, -0.93, -3.87], [-2.20, 0.28, -1.64], [-0.66, -0.71, -1.59], [-1.53, -3.08, -4.02], [-0.60, -2.51, -2.77], [-0.82, 3.07, 4.74], [0.40, 2.84, 3.78], [-0.09, 2.71, 2.49], [-1.41, 2.15, 4.61], [-1.40, 3.93, 4.55], [-0.57, 2.98, 5.72], [0.89, 1.91, 4.06], [1.08, 3.73, 3.88], [-0.48, 3.53, 2.22], [1.43, 4.27, -2.44], [1.92, 4.36, -1.00], [1.13, 5.50, -0.50], [1.43, 3.23, -2.60], [2.01, 4.76, -3.21], [0.34, 4.45, -2.50], [3.05, 4.51, -1.02], [1.74, 3.44, -0.40], [1.18, 6.22, -1.13], [2.09, -3.17, 1.67], [0.68, -2.72, 2.10], [-0.35, -2.72, 1.09], [2.73, -3.05, 2.51], [2.49, -2.60, 0.80], [1.98, -4.25, 1.56], [0.85, -1.68, 2.45], [0.38, -3.39, 2.94], [-1.12, -2.34, 1.44], [-1.73, -0.45, 3.07], [-2.23, -0.50, 1.74], [-1.39, -1.40, 3.53], [-2.50, -0.04, 3.82], [-0.86, 0.21, 3.21], [-3.07, -0.09, 1.58], [0.48, -4.65, -1.39], [0.27, -6.04, -1.67], [1.27, -4.50, -0.60], [-0.46, -4.16, -1.11], [0.82, -4.09, -2.23], [-0.13, -5.99, -2.54], [2.15, -1.92, -3.73], [2.84, -1.87, -2.44], [1.20, -1.33, -3.66], [1.82, -2.94, -4.04], [2.73, -1.54, -4.54], [3.28, -0.99, -2.52], [-2.58, 2.25, 0.02], [-3.38, 1.18, -0.34], [-1.68, 2.23, -0.66], [-2.32, 2.10, 1.05], [-2.98, 3.28, -0.06], [-4.15, 1.16, 0.22]]
}


{
  "formula": "CH6OSi2",
  "method": "wB97M-V/def2-TZVPD",
  "lumo_ev": -0.71,
  "relative_energy_kj_mol": 435.78,
  "homo_lumo_gap_ev": 8.731,
  "mol_weight_g_mol": 90.23,
  "total_charge": 0,
  "symbols": ["C", "O", "Si", "Si", "H", "H", "H", "H", "H", "H"],
  "coordinates": [[-1.11, 2.01, -0.46], [-1.42, 1.72, -1.57], [-0.17, -1.27, -0.58], [0.17, 0.80, 0.38], [-1.20, 3.11, -0.18], [-1.20, -1.08, -1.65], [0.82, -2.01, -1.49], [-0.81, -2.35, 0.22], [0.35, 0.84, 1.88], [1.58, 2.33, -0.02]]
}


{
  "formula": "CH2O8S2",
  "method": "wB97M-V/def2-TZVPD",
  "lumo_ev": 5.81,
  "relative_energy_kj_mol": 0.00,
  "homo_lumo_gap_ev": 7.936,
  "mol_weight_g_mol": 206.15,
  "total_charge": -2,
  "symbols": ["C", "O", "O", "O", "O", "O", "O", "O", "O", "S", "S", "H", "H"],
  "coordinates": [[2.75, 1.72, -0.06], [-1.09, -0.18, 0.11], [1.21, -0.41, 1.18], [-3.38, 0.67, 1.06], [-3.18, 0.55, -1.42], [3.27, -1.09, 0.09], [1.44, -0.63, -1.33], [3.12, 2.10, -1.09], [2.74, 2.13, 1.11], [-2.61, 0.99, -0.13], [2.16, -0.18, -0.09], [-0.79, -0.40, -0.83], [0.20, -0.32, 0.89]]
}


{
  "formula": "C23H39CaF2N12O2S",
  "method": "wB97M-V/def2-TZVPD",
  "lumo_ev": -2.27,
  "relative_energy_kj_mol": 0.42,
  "homo_lumo_gap_ev": 7.865,
  "mol_weight_g_mol": 625.79,
  "total_charge": 1,
  "symbols": ["Ca", "C", "C", "N", "C", "C", "N", "C", "C", "C", "N", "C", "C", "N", "C", "H", "H", "H", "H", "H", "H", "H", "H", "H", "H", "H", "H", "H", "H", "H", "H", "H", "H", "H", "H", "H", "H", "H", "H", "F", "C", "C", "C", "C", "C", "F", "C", "C", "C", "C", "C", "C", "N", "H", "H", "H", "H", "H", "H", "N", "N", "C", "N", "N", "N", "O", "O", "H", "H", "H", "H", "H", "N", "C", "N", "S", "H", "H", "H", "H"],
  "coordinates": [[0.47, -0.05, 0.40], [3.83, -1.91, 0.50], [2.68, -2.80, 0.95], [1.52, -2.09, 1.53], [1.70, -1.79, 2.95], [0.40, -1.34, 3.58], [-0.13, -0.09, 2.99], [0.00, 1.08, 3.88], [1.31, 1.85, 3.77], [1.44, 2.76, 2.55], [1.76, 2.06, 1.29], [3.17, 1.65, 1.23], [3.54, 1.24, -0.19], [2.78, 0.07, -0.67], [3.58, -1.16, -0.81], [4.69, -2.56, 0.33], [4.14, -1.22, 1.29], [3.06, -3.52, 1.69], [2.33, -3.37, 0.10], [0.72, -2.70, 1.43], [2.47, -1.02, 3.06], [2.06, -2.68, 3.50], [0.53, -1.23, 4.66], [-0.34, -2.12, 3.42], [-1.13, -0.25, 2.85], [-0.13, 0.77, 4.92], [-0.82, 1.77, 3.66], [2.16, 1.17, 3.84], [1.38, 2.49, 4.65], [2.21, 3.51, 2.76], [0.50, 3.30, 2.41], [1.63, 2.73, 0.53], [3.33, 0.82, 1.92], [3.83, 2.46, 1.54], [4.62, 1.05, -0.24], [3.34, 2.08, -0.85], [2.41, 0.28, -1.58], [4.54, -0.92, -1.28], [3.04, -1.81, -1.49], [0.39, -4.90, -2.74], [0.30, -3.56, -2.76], [0.02, -2.87, -1.59], [-0.08, -1.48, -1.56], [0.12, -0.79, -2.78], [0.42, -1.53, -3.93], [0.67, -0.90, -5.10], [0.52, -2.90, -3.95], [-0.06, 0.68, -2.82], [-0.49, 1.36, -3.97], [-0.70, 2.72, -3.93], [-0.49, 3.41, -2.75], [-0.07, 2.68, -1.66], [0.14, 1.36, -1.68], [-0.13, -3.47, -0.69], [0.76, -3.43, -4.86], [-0.69, 0.81, -4.88], [-1.04, 3.24, -4.82], [-0.64, 4.48, -2.66], [0.08, 3.18, -0.71], [-1.96, 1.76, 0.94], [-3.23, 2.13, 0.50], [-3.81, 1.60, -0.60], [-5.09, 1.95, -0.79], [-3.05, 0.86, -1.39], [-3.67, 0.15, -2.38], [-4.87, -0.16, -2.31], [-2.95, -0.23, -3.27], [-2.07, 1.21, 1.79], [-1.42, 2.59, 1.12], [-3.82, 2.64, 1.14], [-5.55, 2.58, -0.16], [-5.62, 1.46, -1.50], [-3.12, -2.30, -0.89], [-3.54, -1.86, 0.29], [-4.85, -1.57, 0.41], [-2.50, -1.69, 1.62], [-3.75, -2.39, -1.67], [-2.12, -2.30, -1.07], [-5.48, -1.67, -0.36], [-5.21, -1.42, 1.34]]
}


{
  "formula": "C3H3N2OP",
  "method": "wB97M-V/def2-TZVPD",
  "lumo_ev": [-0.96, -0.96],
  "relative_energy_kj_mol": 501.99,
  "homo_lumo_gap_ev": [7.722, 7.723],
  "mol_weight_g_mol": 114.04,
  "total_charge": 0,
  "symbols": ["C", "C", "C", "N", "N", "O", "P", "H", "H", "H"],
  "coordinates": [[-0.91, -0.22, -0.09], [0.01, -1.13, 0.46], [-0.81, 1.11, -0.19], [0.53, 1.35, -0.18], [1.14, 0.49, 0.42], [2.07, -0.59, -1.26], [1.81, -1.04, 0.21], [-1.93, -0.56, -0.24], [-0.53, -1.30, 1.39], [-1.38, 1.88, -0.51]]
}